Record 1
{
  "formula": "C31H81N5Na3O12P",
  "method": "ωB97M-V/def2-TZVPD",
  "gap_ev": 8.4,
  "homo_energy_ev": -8.59,
  "spin_multiplicity": 1,
  "symbols": ["Na", "Na", "Na", "P", "O", "O", "O", "O", "C", "C", "C", "O", "C", "N", "H", "H", "H", "H", "H", "H", "H", "H", "H", "H", "H", "C", "C", "C", "O", "C", "N", "H", "H", "H", "H", "H", "H", "H", "H", "H", "H", "H", "C", "C", "C", "O", "C", "N", "H", "H", "H", "H", "H", "H", "H", "H", "H", "H", "H", "C", "C", "C", "O", "C", "N", "H", "H", "H", "H", "H", "H", "H", "H", "H", "H", "H", "C", "C", "C", "C", "C", "C", "N", "O", "C", "C", "C", "H", "H", "H", "H", "H", "H", "H", "H", "H", "H", "H", "H", "H", "H", "H", "H", "H", "H", "H", "C", "C", "O", "H", "H", "H", "H", "H", "H", "C", "C", "O", "H", "H", "H", "H", "H", "H", "C", "C", "O", "H", "H", "H", "H", "H", "H"],
  "xyz": [[-0.52181, 0.92826, -1.85738], [0.23734, 0.59652, 2.57937], [0.66479, -3.11787, 0.00984], [-0.20100, -0.65595, 0.25868], [0.12874, -1.51734, 1.50131], [-1.22082, 0.45013, 0.69161], [-0.66523, -1.44838, -1.04594], [1.03380, 0.18293, -0.15123], [-4.38393, 1.59382, 1.77274], [-3.51174, 1.83011, 3.00129], [-4.28123, 1.70644, 4.31158], [-5.38847, 2.64177, 4.34303], [-6.05649, 2.61135, 5.60573], [-2.50807, 0.81883, 2.99363], [-4.91490, 0.64206, 1.75514], [-3.75396, 1.54232, 0.88471], [-5.14847, 2.32821, 1.51929], [-3.15795, 2.86109, 3.00035], [-3.61169, 1.70050, 5.17167], [-4.79876, 0.74843, 4.36131], [-6.73221, 1.75925, 5.53208], [-6.73171, 3.45010, 5.77510], [-5.33445, 2.55048, 6.42001], [-2.92798, -0.09276, 3.10664], [-2.00797, 0.77932, 2.11703], [3.65408, 2.53314, 2.94150], [3.17563, 1.44131, 1.95230], [2.95087, 0.12115, 2.66771], [2.13126, 0.18086, 3.84969], [2.23627, -0.99725, 4.62356], [2.00919, 1.96320, 1.30234], [3.00036, 2.61113, 3.81021], [3.62034, 3.53626, 2.51639], [4.70240, 2.38583, 3.20116], [3.90693, 1.26858, 1.16271], [3.94635, -0.28001, 2.85791], [2.55886, -0.61351, 1.96435], [1.52777, -1.78426, 4.36523], [1.96805, -0.73655, 5.64738], [3.20356, -1.49970, 4.62141], [1.59056, 1.27800, 0.68968], [2.22460, 2.74462, 0.69978], [4.73678, -3.65357, -0.73949], [4.23138, -2.27155, -0.24783], [5.16220, -1.12199, -0.71535], [6.42488, -1.42497, -0.11488], [6.85236, -0.36365, 0.68123], [2.88465, -2.11945, -0.74325], [5.75321, -3.78310, -0.36775], [4.63213, -3.80939, -1.81321], [4.18263, -4.44696, -0.23793], [4.29400, -2.26928, 0.84037], [4.71921, -0.20217, -0.33351], [5.35422, -0.96733, -1.77709], [6.95390, 0.49598, 0.01879], [7.82981, -0.46780, 1.15223], [6.15890, -0.03526, 1.45543], [2.95974, -1.76841, -1.68730], [2.43002, -1.30217, -0.36185], [-5.22818, -1.46920, -2.14224], [-4.42812, -1.09351, -0.90531], [-4.04309, -2.12988, 0.21918], [-5.18755, -2.60444, 0.85135], [-4.87785, -3.29555, 2.04352], [-3.23580, -0.42446, -1.31421], [-6.29053, -1.60322, -1.93843], [-4.89558, -2.39870, -2.60432], [-5.15761, -0.76428, -2.97061], [-5.04021, -0.34170, -0.40709], [-3.38977, -1.66935, 0.96025], [-3.50044, -2.94592, -0.25800], [-4.31543, -2.63339, 2.70179], [-4.34355, -4.20583, 1.77142], [-5.76299, -3.49901, 2.64620], [-2.81198, -0.03877, -0.48252], [-2.56427, -1.13542, -1.56654], [3.65667, 3.12428, -3.51219], [2.12041, 2.82033, -3.29652], [1.28961, 3.42769, -4.48350], [1.45375, 2.59992, -5.80338], [1.05432, 1.09880, -5.50250], [1.80738, 0.48514, -4.39043], [1.81647, 1.37254, -3.19048], [2.55081, 0.85695, -2.05236], [1.01044, -0.82807, -3.92486], [3.26216, 0.16117, -4.92317], [1.56144, 3.58075, -2.07003], [3.97293, 4.12485, -3.21735], [3.88992, 2.99385, -4.56893], [4.38389, 2.51422, -2.97638], [0.28078, 3.37617, -4.07399], [1.53253, 4.46161, -4.72865], [2.45606, 2.68623, -6.22294], [0.80452, 3.06419, -6.54571], [1.20969, 0.52797, -6.41798], [-0.02125, 1.05150, -5.33219], [1.13293, -1.58616, -4.69842], [1.36734, -1.12815, -2.93963], [-0.06301, -0.64906, -3.86367], [3.94592, 0.10374, -4.07624], [3.28585, -0.81252, -5.41252], [3.74647, 0.79674, -5.66452], [0.65627, 3.01982, -1.83741], [1.38921, 4.64524, -2.22909], [2.18321, 3.57336, -1.17479], [1.92195, 0.63207, -1.36275], [-2.20115, -4.91068, -3.61920], [-2.10572, -3.46128, -3.05996], [-0.72837, -3.11917, -2.83929], [-3.23532, -5.24975, -3.55900], [-1.66013, -5.65887, -3.03987], [-1.81074, -4.83093, -4.63375], [-2.55787, -3.35641, -2.07373], [-2.62921, -2.74818, -3.69678], [-0.69330, -2.44136, -2.16037], [-2.23215, -3.98965, 4.64240], [-1.30773, -2.93071, 3.98812], [-1.80133, -2.77874, 2.72553], [-2.00841, -4.02516, 5.70860], [-2.13915, -5.02386, 4.31093], [-3.30504, -3.80021, 4.60890], [-0.25194, -3.19198, 3.91637], [-1.39424, -1.99526, 4.54088], [-1.13323, -2.27912, 2.25053], [-1.35106, 4.96180, 1.10627], [-0.64484, 3.71167, 0.99185], [-1.31596, 2.91841, 0.00818], [-1.24465, 5.60018, 0.22920], [-1.00623, 5.44467, 2.02061], [-2.41258, 4.73206, 1.19841], [-0.44536, 3.18208, 1.92343], [0.35089, 3.84754, 0.56977], [-1.49412, 2.01847, 0.29095]]
}

***

Record 2
{
  "formula": "C6H11N3O2",
  "method": "ωB97M-V/def2-TZVPD",
  "relative_energy_kcal_mol": 45.6,
  "gap_ev": [7.6, 6.2],
  "s2": 2.009,
  "homo_energy_ev": [-13.57, -16.73],
  "charge": 2,
  "spin_multiplicity": 3,
  "symbols": ["C", "C", "C", "C", "C", "C", "N", "N", "N", "O", "O", "H", "H", "H", "H", "H", "H", "H", "H", "H", "H", "H"],
  "xyz": [[2.71846, 0.63666, -1.90346], [3.29339, 0.41250, -0.68181], [1.09727, 0.20405, -0.43250], [-0.93910, -1.45780, 0.84565], [-1.84227, 0.85728, 0.14033], [-1.90803, -0.42933, 1.13816], [2.27377, 0.12049, 0.20383], [1.35533, 0.43153, -1.71589], [-3.35833, -0.90392, 1.32686], [-0.49072, -2.44967, 0.46859], [4.54419, 0.31702, -0.32905], [3.15371, 0.63210, -2.85485], [-2.45805, 1.50933, 0.66547], [-2.05252, 0.81440, -0.89049], [-0.91225, 1.35300, 0.29836], [-1.43934, 0.02738, 2.00438], [2.42301, 0.01675, 1.15143], [0.56478, 0.45772, -2.50037], [-3.45058, -1.60384, 2.07697], [-3.65656, -1.31050, 0.43421], [-4.08197, -0.20929, 1.53851], [5.16582, 0.57413, -0.98432]]
}

***

Record 3
{
  "formula": "C37H55F4N5O17P",
  "method": "ωB97M-V/def2-TZVPD",
  "gap_ev": 8.0,
  "homo_energy_ev": -11.44,
  "charge": 1,
  "spin_multiplicity": 1,
  "symbols": ["C", "C", "O", "P", "O", "C", "C", "C", "N", "C", "O", "N", "C", "O", "F", "C", "C", "C", "N", "C", "C", "C", "F", "N", "N", "C", "O", "F", "C", "O", "F", "O", "C", "C", "H", "H", "H", "H", "H", "H", "H", "H", "H", "H", "H", "H", "H", "H", "H", "H", "H", "H", "H", "H", "H", "H", "H", "H", "H", "O", "C", "O", "C", "C", "C", "H", "H", "H", "H", "H", "H", "O", "C", "O", "C", "C", "C", "H", "H", "H", "H", "H", "H", "O", "C", "O", "C", "C", "C", "H", "H", "H", "H", "H", "H", "O", "C", "O", "C", "C", "C", "H", "H", "H", "H", "H", "H", "O", "C", "O", "C", "C", "C", "H", "H", "H", "H", "H", "H"],
  "xyz": [[-1.08286, 4.50408, -6.48337], [-1.09744, 2.91445, -6.61340], [-2.28407, 2.31317, -6.02075], [-2.08701, 1.87796, -4.42784], [-3.46189, 1.89802, -3.80351], [-1.03580, 3.13606, -3.48916], [-0.83768, 2.60045, -2.00241], [0.66134, 2.47757, -1.58824], [1.02175, 1.45322, -0.74078], [0.18135, 0.42851, -0.09964], [-0.13170, -0.54366, -0.72918], [-0.19912, 0.68177, 1.26857], [-1.60026, 0.31606, 1.48366], [-2.38844, 1.16195, 1.76982], [-2.01440, -0.97406, 1.32270], [2.44315, 1.48546, -0.51977], [3.20125, 0.44354, 0.35064], [3.33840, -0.98424, -0.39667], [4.34040, -1.80342, 0.32673], [2.88343, 2.64590, -1.26940], [4.38977, 3.12052, -1.29820], [5.23452, 2.10810, -2.19698], [4.84795, 3.08558, 0.04106], [1.76838, 3.26380, -1.95193], [1.73160, 4.35966, -2.78360], [1.87033, 5.62498, -2.05389], [2.55944, 5.78281, -1.10583], [1.15294, 6.67896, -2.57116], [2.68561, 4.24911, -3.86930], [3.42525, 5.09770, -4.22545], [2.73493, 3.00389, -4.49477], [-1.47130, 0.34180, -4.18526], [-1.14420, -0.35814, -5.41317], [0.38245, -0.11662, -5.85311], [0.01663, 4.79775, -6.52511], [-1.47059, 4.86874, -5.48484], [-1.61742, 4.99845, -7.34993], [-1.13347, 2.68713, -7.71721], [-0.13612, 2.54977, -6.15814], [-1.57004, 4.13456, -3.44819], [-0.07062, 3.22565, -4.07661], [-1.33932, 3.33917, -1.30239], [-1.41449, 1.62912, -1.88582], [-0.08319, 1.69129, 1.45117], [4.25037, 0.74155, 0.61688], [2.62223, 0.27820, 1.29538], [3.64050, -0.86596, -1.47650], [2.38081, -1.57409, -0.38322], [4.09276, -1.86291, 1.32043], [5.27771, -1.41146, 0.21250], [4.48254, 4.15785, -1.74492], [4.58643, 1.53547, -2.91928], [5.81377, 1.36579, -1.57372], [5.99131, 2.68996, -2.81084], [-1.87245, -0.20411, -6.25337], [-1.19389, -1.46362, -5.16112], [0.50283, -0.12270, -6.97883], [0.83113, 0.79929, -5.37418], [0.99367, -0.99221, -5.46475], [-0.32095, -5.46382, 3.91424], [-1.32896, -4.82876, 4.06440], [-1.88364, -4.56488, 5.27553], [-3.13532, -3.87986, 5.09157], [-3.04719, -3.25711, 3.71660], [-2.18390, -4.25093, 2.96213], [-3.94607, -4.60745, 5.16641], [-3.26147, -3.12972, 5.87240], [-4.02195, -3.08566, 3.25998], [-2.52960, -2.29469, 3.77763], [-2.77797, -5.05092, 2.51570], [-1.57068, -3.76109, 2.20721], [-2.99948, 6.08597, -4.95197], [-3.76272, 5.80181, -4.06591], [-3.52162, 6.05314, -2.75175], [-4.57815, 5.48986, -1.95636], [-5.75567, 5.35550, -2.89682], [-5.07873, 5.08634, -4.22827], [-4.24451, 4.52325, -1.56808], [-4.79677, 6.15072, -1.11746], [-6.45936, 4.57922, -2.59648], [-6.30032, 6.30235, -2.94701], [-4.88763, 4.02064, -4.38074], [-5.64751, 5.49795, -5.06035], [-6.25573, -2.77034, 5.73323], [-6.40823, -3.72653, 6.44272], [-5.81106, -4.92908, 6.22533], [-6.28926, -5.88051, 7.19007], [-6.80038, -5.05069, 8.34832], [-7.30271, -3.79804, 7.65451], [-7.07814, -6.47900, 6.72695], [-5.47454, -6.54039, 7.48837], [-7.56069, -5.56051, 8.94014], [-5.97199, -4.79364, 9.01420], [-8.33886, -3.90144, 7.32575], [-7.18488, -2.91550, 8.28065], [2.62771, 1.57901, 3.11522], [2.43222, 0.60747, 3.79989], [3.00360, -0.60267, 3.57041], [2.47643, -1.56677, 4.49971], [1.95622, -0.75138, 5.66334], [1.50393, 0.53023, 4.98618], [1.68525, -2.13406, 4.00188], [3.26598, -2.25433, 4.80151], [1.16812, -1.25513, 6.22278], [2.77247, -0.53100, 6.35625], [0.47388, 0.46061, 4.62825], [1.62702, 1.39491, 5.63596], [8.45202, -3.55789, -0.61482], [7.55444, -4.33007, -0.42259], [6.26376, -3.95222, -0.22003], [5.46969, -5.10651, 0.08680], [6.24062, -6.28168, -0.47699], [7.68116, -5.82982, -0.32257], [5.35086, -5.16918, 1.17215], [4.48557, -5.00535, -0.37033], [6.01872, -7.22318, 0.02606], [6.00645, -6.40383, -1.53813], [8.08680, -6.08779, 0.65791], [8.31461, -6.22320, -1.11555]]
}

***

Record 4
{
  "formula": "C3H2N2O6",
  "method": "ωB97M-V/def2-TZVPD",
  "smiles": "O=C(OO)Oc1no[nH]c1=O",
  "gap_ev": 10.0,
  "homo_energy_ev": -9.57,
  "spin_multiplicity": 1,
  "symbols": ["O", "C", "O", "O", "O", "C", "N", "O", "N", "C", "O", "H", "H"],
  "xyz": [[0.85623, 0.72602, -2.20045], [1.38835, 0.19096, -1.29790], [2.65445, 0.24065, -0.99875], [3.04768, -0.27342, 0.21077], [0.69866, -0.61536, -0.26364], [-0.50042, -0.43118, 0.37168], [-0.93642, -1.15940, 1.41776], [-2.12478, -0.76614, 1.74309], [-2.46455, 0.29317, 0.91952], [-1.47597, 0.57814, 0.01148], [-1.50018, 1.40866, -0.80161], [3.71584, -0.93222, -0.07884], [-3.35889, 0.74011, 0.96687]]
}

***

Record 5
{
  "formula": "C5H8S",
  "method": "ωB97M-V/def2-TZVPD",
  "smiles": "C1=CCSCC1",
  "relative_energy_kcal_mol": 17.9,
  "gap_ev": 9.4,
  "homo_energy_ev": -8.43,
  "spin_multiplicity": 1,
  "symbols": ["C", "C", "C", "S", "C", "C", "H", "H", "H", "H", "H", "H", "H", "H"],
  "xyz": [[1.17966, 0.38049, -0.24085], [0.33315, 1.37572, -0.11954], [-1.15178, 1.30845, 0.10880], [-1.75275, -0.31261, -0.39859], [-0.53701, -1.37356, 0.35272], [0.75884, -1.06971, -0.29690], [2.25273, 0.51628, -0.16016], [0.74334, 2.35472, -0.31767], [-1.76620, 2.08768, -0.34218], [-1.28676, 1.45653, 1.22536], [-0.43943, -1.35359, 1.41824], [-0.65591, -2.41135, -0.05041], [1.51074, -1.66632, 0.19141], [0.81137, -1.29275, -1.37024]]
}